Entry from the OMol25 dataset: C23H44BiCl3N4O3SSi as an isolated structure at a distorted geometry (the ωB97M-V functional and the def2-TZVPD basis).

Results
Lowest unoccupied orbital energy, eV: 0.23
Multiplicity: 1
Energy relative to the best compared isomer or geometry (same formula, charge and spin), kcal/mol: 0.0

Last column: Mulliken charge in e.
CARTESIAN COORDINATES (ANGSTROEM)
C -1.5262 -2.1051 -3.4441  -1.308
C -1.1076 -3.0261 -2.3452  0.141
H -1.4462 -2.5768 -4.4262  0.428
H -0.9089 -1.1948 -3.4313  -0.092
H -2.5697 -1.7801 -3.2882  0.339
C -0.6748 -4.2844 -2.5271  0.258
C -0.4213 -4.9004 -3.8559  -1.622
H -0.4814 -4.9306 -1.6645  0.513
H -0.2366 -4.1440 -4.6261  0.383
H -1.2765 -5.5080 -4.1789  0.306
H 0.4523 -5.5596 -3.8263  0.363
Bi 0.0910 0.5330 0.3104  1.670
Cl -2.4544 1.0579 0.2982  -0.626
Cl 1.1332 1.7204 -1.6320  -0.476
H 0.5173 5.6405 4.0715  0.349
H -1.5703 6.3951 3.0750  0.325
C 0.8421 5.1472 3.1516  -0.954
C -1.2480 5.9975 2.1075  -0.904
N -0.3265 4.8856 2.3121  0.169
H 1.3493 4.2060 3.3845  0.227
C -0.5019 3.7070 1.7046  0.472
O 0.3502 2.7861 1.7273  -0.797
H -2.1121 5.6207 1.5446  0.279
H -1.4751 3.5854 1.1998  0.130
H 1.5391 5.8306 2.6520  0.326
H -0.7623 6.8048 1.5429  0.314
H 1.6477 -1.4042 -2.8810  0.118
H 2.2214 -4.0544 -1.7475  0.264
C 2.6944 -1.3393 -2.5507  -0.851
C 3.1311 -3.5179 -1.4426  -0.914
N 2.8753 -2.0884 -1.3127  0.366
H 2.9506 -0.2852 -2.4020  0.275
C 2.8188 -1.5109 -0.1026  0.064
O 2.5846 -0.3057 0.1179  -0.686
H 3.4631 -3.8985 -0.4664  0.323
H 2.9907 -2.2197 0.7321  0.326
H 3.3381 -1.8002 -3.3047  0.368
H 3.9080 -3.6847 -2.1928  0.368
O -0.1862 -1.3426 -1.0050  -0.525
C -1.1207 -2.3617 -0.9802  0.116
C 0.2249 -3.8978 0.5739  0.370
C -0.9972 -3.3538 0.1868  0.151
H 1.1474 -3.4935 0.1362  0.282
C 0.2573 -4.8800 1.5703  -0.785
H -2.1429 -1.9438 -0.8994  0.368
C -2.1765 -3.7010 0.8501  -0.654
H 1.2166 -5.3000 1.8640  0.399
C -0.9242 -5.2710 2.1992  -0.561
C -2.1449 -4.6924 1.8332  -0.717
H -3.0893 -3.1679 0.5655  0.401
H -0.8918 -6.0244 2.9837  0.377
H -3.0769 -4.9971 2.3026  0.384
Si -0.4959 3.5573 -3.7617  0.676
Cl -1.0288 1.5477 -4.1433  -0.261
C 1.3443 4.0107 -3.7406  -0.969
C -1.6975 4.0817 -2.4180  -0.673
C -0.9111 4.6656 -5.2535  -1.103
H 1.9725 3.4094 -3.0835  0.299
H 1.4453 5.0608 -3.4309  0.303
H 1.7425 3.9320 -4.7628  0.288
H -0.1950 4.5142 -6.0691  0.287
H -0.8344 5.7115 -4.9284  0.301
H -1.9236 4.4945 -5.6294  0.308
H -1.6765 3.4343 -1.5282  0.010
H -2.7129 4.0390 -2.8435  0.301
H -1.5046 5.1230 -2.1111  0.297
C 1.4474 -0.0302 5.8547  -0.950
N 0.8968 -1.0366 4.9534  -0.207
C 0.0962 -0.7566 3.9035  0.099
S 0.2259 -1.6790 2.4759  -0.146
N -0.7784 0.2763 3.9890  0.148
C -1.4382 0.6731 5.2361  -1.087
H 1.2804 0.9842 5.4828  0.245
H 2.5229 -0.1972 5.9598  0.338
H 0.9881 -0.1670 6.8345  0.308
H 1.5154 -1.8307 4.7802  0.301
H -1.3265 0.4475 3.1376  0.031
H -0.9860 1.6066 5.6027  0.309
H -2.5028 0.8649 5.0304  0.370
H -1.3599 -0.1087 5.9994  0.338



Entry from the OMol25 dataset: a 5-piece molecular cluster, C23H44BrO12S5 overall at a distorted geometry (the ωB97M-V functional and the def2-TZVPD basis).

Results
Lowest unoccupied orbital energy, eV: -5.96
Multiplicity: 1
Charge: +1

Last column: Mulliken charge in e.
CARTESIAN COORDINATES (ANGSTROEM)
C -6.7465 0.7326 -0.9174  -1.094
C -5.2072 1.2265 -0.8118  -0.334
C -4.4492 0.7744 -2.1843  -0.293
O -3.9369 -0.5725 -1.9275  -0.205
S -2.5030 -0.8742 -2.7270  0.416
Br -1.7590 -2.7674 -1.7596  0.043
C -1.1796 0.3636 -2.2874  0.169
C -1.1479 0.7148 -0.7165  0.868
O -1.8476 0.0781 0.1076  -0.518
O -0.2668 1.7372 -0.2698  -0.204
C -0.9695 2.9721 -0.0412  0.649
C -0.9760 3.5606 1.4448  -0.730
O -1.5365 3.5457 -1.0119  -0.551
H -7.2535 1.1057 -1.8832  0.317
H -7.3556 1.2014 -0.0547  0.339
H -6.8409 -0.4134 -0.9280  0.279
H -5.1993 2.3727 -0.6848  0.333
H -4.6536 0.7084 0.0609  0.208
H -5.2507 0.7869 -3.0149  0.357
H -3.6598 1.5409 -2.4890  0.237
H -1.3246 1.3651 -2.8494  0.415
H -0.1845 -0.1088 -2.6307  -0.477
H -0.1455 4.3415 1.5934  0.297
H -2.0167 3.9809 1.6918  0.346
H -0.7372 2.7029 2.1719  0.118
C 3.3979 0.1146 3.1980  -0.831
C 2.1577 -0.0441 4.0803  -0.345
C 1.8499 1.3245 4.6910  -0.645
S 2.4734 2.5390 3.5349  1.036
O 3.5602 3.2544 4.1595  -0.688
O 1.3575 3.2214 2.9099  -0.565
C 3.1588 1.3711 2.3722  -0.246
H 3.5582 -0.7584 2.5619  0.307
H 4.2847 0.2425 3.8269  0.348
H 1.3124 -0.3716 3.4652  0.198
H 2.3085 -0.7970 4.8573  0.334
H 0.7778 1.4716 4.8282  0.331
H 2.3690 1.4645 5.6406  0.376
H 4.0697 1.7755 1.9317  0.512
H 2.4107 1.1952 1.5954  -0.131
C 3.3102 -2.4528 -3.3243  -0.753
C 2.1177 -1.7245 -2.7014  0.089
C 2.2467 -1.8484 -1.1822  -0.345
S 3.9960 -2.0032 -0.8382  1.123
O 4.2416 -3.3156 -0.2903  -0.666
O 4.4619 -0.7974 -0.1910  -0.622
C 4.5320 -1.9895 -2.5403  -0.820
H 3.4092 -2.2321 -4.3890  0.290
H 3.1813 -3.5342 -3.2133  0.337
H 2.1458 -0.6680 -2.9885  -0.261
H 1.1673 -2.1336 -3.0510  0.332
H 1.8544 -0.9670 -0.6719  0.039
H 1.7486 -2.7459 -0.8105  0.433
H 5.3949 -2.6433 -2.6635  0.490
H 4.7983 -0.9619 -2.7979  0.336
C -0.1448 1.5942 -6.6482  -0.332
C 1.0586 2.2405 -5.9584  -0.790
C 1.8377 1.1266 -5.2560  -0.066
S 1.5238 -0.3689 -6.1896  1.121
O 0.7782 -1.2873 -5.3533  -0.581
O 2.7300 -0.7611 -6.8784  -0.705
C 0.4002 0.3655 -7.3647  -0.836
H -0.6303 2.2813 -7.3438  0.385
H -0.8841 1.2935 -5.8974  0.060
H 1.6953 2.7181 -6.7094  0.313
H 0.7517 3.0135 -5.2502  0.365
H 2.9093 1.3288 -5.2469  0.459
H 1.4803 0.9703 -4.2366  -0.157
H -0.3737 -0.3517 -7.6374  0.433
H 0.9785 0.6489 -8.2467  0.371
C -2.3834 -2.8649 5.5260  -0.506
C -1.1129 -3.3112 6.2527  -0.731
C -0.3048 -2.0534 6.5782  -0.104
S -1.4915 -0.7232 6.7358  1.084
O -1.2650 0.2251 5.6669  -0.567
O -1.5727 -0.3196 8.1198  -0.688
C -2.9321 -1.6956 6.3330  -0.726
H -3.1114 -3.6749 5.4479  0.349
H -2.1327 -2.5358 4.5120  0.240
H -1.3854 -3.8243 7.1804  0.302
H -0.5279 -4.0106 5.6515  0.355
H 0.2455 -2.1594 7.5137  0.431
H 0.3822 -1.7990 5.7694  -0.193
H -3.6474 -1.0887 5.7786  0.380
H -3.3758 -2.0382 7.2703  0.358